(1)
Here is a single C4H5NO2 molecule from the OMol25 dataset. Energies are from ωB97M-V/def2-TZVPD.

E_HOMO, hartree: -0.356
HOMO-LUMO gap, eV: 10.0983
SMILES string: C#CCONC=O

Last column: Mulliken charge in e.
CARTESIAN COORDINATES (ANGSTROEM)
C 0.514536 0.640679 2.427740  -0.027
C 0.293793 0.006129 1.310642  -0.610
C 0.493925 -1.198443 0.326797  0.030
O 0.585747 -0.768811 -0.944379  -0.228
N -0.630177 -0.217033 -1.594154  -0.199
C -0.864778 1.139841 -1.271605  0.243
O -1.422204 1.700990 -2.412171  -0.588
H 0.776326 1.073202 3.505005  0.336
H 1.711478 -1.223544 0.689139  0.200
H -0.157875 -2.242228 0.773305  0.298
H -0.875991 -0.642828 -2.628951  0.320
H -0.424780 1.732045 -0.181368  0.225

Cartesian forces (eV/Å) of the 2 atoms listed first:
-0.6 -2.8 -3.6
1.1 2.1 6.6

---

(2)
Here is a single C4H5NO2 molecule from the OMol25 dataset. Energies are from ωB97M-V/def2-TZVPD.

E_HOMO, hartree: -0.313
HOMO-LUMO gap, eV: 9.1541
SMILES string: Cc1coc(=O)[nH]1

Last column: Mulliken charge in e.
CARTESIAN COORDINATES (ANGSTROEM)
C 1.666904 -0.120252 0.394555  -1.121
C 0.224215 -0.300981 0.015823  0.426
C -0.763872 -0.819888 0.764006  -0.228
O -1.990277 -0.483692 0.280377  -0.340
C -1.783158 0.677509 -0.725644  0.357
O -2.656574 1.258630 -1.302967  -0.470
N -0.388054 0.362292 -1.054072  -0.130
H 2.329330 -0.770688 -0.181369  0.275
H 2.013766 0.915479 0.256620  0.331
H 1.787499 -0.356628 1.458604  0.307
H -0.678118 -1.236251 1.766503  0.337
H 0.238340 0.874468 -1.672436  0.254

Cartesian forces (eV/Å) of the 2 atoms listed first:
0.0 -0.2 -0.1
-0.4 -0.2 0.8

---

(3)
Here is 2 unconnected molecules or ions with the total composition C4H5NO2 from the OMol25 dataset. Energies are from ωB97M-V/def2-TZVPD.

E_HOMO, hartree: -0.336
HOMO-LUMO gap, eV: 9.7552
SMILES string: COC#[N+][O-].C#C

Last column: Mulliken charge in e.
CARTESIAN COORDINATES (ANGSTROEM)
C -0.160484 -2.103869 -0.517244  -0.644
O -0.961292 -0.924622 -0.748822  -0.340
C -0.990532 -0.128117 0.283162  0.310
N -0.869844 0.363199 1.324380  0.525
O -0.739578 1.018039 2.352596  -0.689
H 0.883866 -1.816648 -0.367805  0.303
H -0.539635 -2.631663 0.361696  0.313
H -0.270186 -2.716349 -1.410988  0.225
C 0.813786 2.453169 0.233991  -0.230
C 1.039216 2.055585 -0.879241  -0.577
H 0.550570 2.708492 1.240598  0.421
H 1.244114 1.722781 -1.872326  0.385

Cartesian forces (eV/Å) of the 2 atoms listed first:
0.2 -0.3 0.0
-0.1 0.2 0.1

---

(4)
Here is a single C4H5NO2 molecule from the OMol25 dataset. Energies are from ωB97M-V/def2-TZVPD.

E_HOMO, hartree: -0.337
HOMO-LUMO gap, eV: 9.9407
SMILES string: C=C1COC(=O)N1

Last column: Mulliken charge in e.
CARTESIAN COORDINATES (ANGSTROEM)
C -2.288248 -0.546943 -0.353163  -0.967
C -1.114461 -0.195308 0.116658  0.541
C -0.515273 1.286332 0.139351  -0.361
O 0.793688 1.096906 -0.079153  -0.275
C 1.116195 -0.215749 -0.056579  0.452
O 2.264081 -0.598777 -0.268356  -0.555
N -0.004918 -0.895607 0.491053  -0.122
H -3.137537 0.112831 -0.330674  0.255
H -2.634482 -1.592460 -0.622053  0.238
H -0.975050 1.723172 1.108912  0.239
H -0.868723 1.965002 -0.606633  0.303
H -0.001201 -1.894319 0.715544  0.253

Cartesian forces (eV/Å) of the 2 atoms listed first:
-1.8 -2.3 -0.1
0.2 2.8 -0.6

---

(5)
Here is a single C4H5NO2 molecule from the OMol25 dataset. Energies are from ωB97M-V/def2-TZVPD.

E_HOMO, hartree: -0.373
HOMO-LUMO gap, eV: 9.8879
SMILES string: O=CC(=O)N1CC1

Last column: Mulliken charge in e.
CARTESIAN COORDINATES (ANGSTROEM)
O 2.076036 1.391274 1.292337  -0.431
C 2.119856 0.360297 0.670180  -0.046
C 0.922001 -0.327538 0.024978  0.675
O 1.187824 -0.864242 -1.025396  -0.501
N -0.369330 -0.167590 0.589817  -0.344
C -1.468087 -0.788110 -0.149162  -0.270
C -1.254307 0.663706 -0.255666  -0.369
H 3.045228 -0.135973 0.295053  0.318
H -2.268308 -1.130843 0.493102  0.245
H -1.237711 -1.372383 -1.035365  0.248
H -0.921642 1.016053 -1.239131  0.243
H -1.831562 1.355344 0.339257  0.231

Cartesian forces (eV/Å) of the 2 atoms listed first:
0.0 -0.9 -0.3
0.1 0.7 0.1

---

(6)
Here is a molecular structure, C4H5NO2 from the OMol25 dataset. Energies are from ωB97M-V/def2-TZVPD.

E_HOMO (spin up / spin down), hartree: -0.341 / -0.265
HOMO-LUMO gap (spin up / spin down), eV: 9.6954 / 5.6575

Last column: Mulliken charge in e.
CARTESIAN COORDINATES (ANGSTROEM)
C 1.436105 0.020402 -0.689675  0.023
C -0.495458 0.221662 -0.270321  0.304
C -1.643909 0.852345 -0.491233  -0.718
O 0.505855 0.868477 -1.057902  -0.389
O 2.126827 0.072774 0.458433  -0.429
C -0.434154 -1.210909 0.925555  -0.042
N -1.190067 -1.304703 1.864922  -0.495
H 1.654845 0.607022 1.144376  0.399
H 1.902627 -0.502859 -1.514996  0.412
H 0.424528 -1.887651 0.726167  0.373
H -2.576725 0.439436 -0.132336  0.275
H -1.710473 1.824004 -0.962991  0.287

Cartesian forces (eV/Å) of the 2 atoms listed first:
1.5 -1.3 -0.5
-1.1 0.9 -1.1

---

(7)
Here is a single C4H5NO2 molecule from the OMol25 dataset. Energies are from ωB97M-V/def2-TZVPD.

E_HOMO, hartree: -0.378
HOMO-LUMO gap, eV: 11.0010
SMILES string: O=C=NCCC=O

Last column: Mulliken charge in e.
CARTESIAN COORDINATES (ANGSTROEM)
O -1.109887 -1.118844 2.525614  -0.471
C -0.528247 -1.237872 1.511636  0.732
N 0.149120 -1.489799 0.543237  -0.478
C 0.286453 -0.866746 -0.751816  -0.395
C 0.684379 0.596265 -0.516742  -0.568
C -0.473187 1.380948 0.097045  0.030
O -1.620058 0.982721 0.133340  -0.467
H -0.669101 -0.891938 -1.284069  0.309
H 1.009921 -1.461935 -1.318937  0.314
H 1.635307 0.600873 0.054796  0.288
H 0.911573 1.102977 -1.465286  0.340
H -0.276272 2.403348 0.471182  0.367

Cartesian forces (eV/Å) of the 2 atoms listed first:
0.4 0.0 -0.8
-0.2 -0.3 0.5

---

(8)
Here is 2 unconnected molecules or ions with the total composition C4H5NO2 from the OMol25 dataset. Energies are from ωB97M-V/def2-TZVPD.

E_HOMO, hartree: -0.321
HOMO-LUMO gap, eV: 8.2547

Last column: Mulliken charge in e.
CARTESIAN COORDINATES (ANGSTROEM)
O 0.518112 -1.175971 1.674269  -0.355
C 1.280893 -1.033143 0.686730  -0.056
C 0.447317 -0.404481 -0.363177  0.436
C -0.677696 -0.369411 0.724111  -0.476
N -1.694506 1.006896 -0.776139  -0.615
C -0.762456 1.611925 -1.166418  0.202
O 0.958326 0.780637 -0.712564  -0.664
H 2.355796 -1.222041 0.747754  0.379
H 0.151656 -1.096830 -1.178584  0.199
H -1.528467 -1.047622 0.720379  0.320
H -0.777131 0.528788 1.322359  0.335
H -0.271843 2.421253 -1.678721  0.295

Cartesian forces (eV/Å) of the 2 atoms listed first:
0.4 0.0 -0.4
-0.2 0.0 0.4